(1)
The following is a quantum chemistry calculation of a 12-piece molecular cluster, C109H97Cl4N4O12 overall at a distorted geometry, from OMol25.

Last column: Mulliken charge in e.
Cartesian coordinates (Å):
C: -3.00 1.58 -3.71  -0.62
C: -1.84 0.49 -3.83  -0.04
C: -1.03 0.48 -2.48  1.50
C: 0.27 -0.31 -2.66  -0.99
N: 1.14 -0.22 -1.34  1.25
C: 2.38 -1.10 -1.49  -0.73
C: 2.85 -1.54 -0.10  -0.87
C: 1.54 -1.77 0.59  1.14
C: 0.54 -0.75 0.08  0.58
C: 1.63 1.25 -1.11  -1.06
H: -2.71 2.43 -3.10  0.04
H: -3.80 1.20 -3.09  -0.07
H: -3.41 1.82 -4.69  0.31
H: -1.13 0.67 -4.64  0.43
H: -2.35 -0.48 -3.85  0.08
H: -1.69 -0.03 -1.77  -0.48
H: -0.83 1.54 -2.33  -0.76
H: 0.84 0.01 -3.53  0.44
H: 0.07 -1.37 -2.81  0.06
H: 3.15 -0.52 -2.00  0.54
H: 2.10 -1.99 -2.05  0.25
H: 3.53 -0.81 0.35  -0.16
H: 3.47 -2.42 -0.20  0.58
H: 1.60 -1.54 1.66  0.08
H: 1.30 -2.84 0.62  -0.62
H: 0.30 0.11 0.69  0.05
H: -0.47 -1.08 -0.20  -0.81
H: 0.72 1.79 -0.86  0.07
H: 2.12 1.63 -2.00  0.46
H: 2.30 1.29 -0.26  0.14
Cl: 4.89 -2.06 2.29  0.03
C: 6.31 -1.28 2.67  -0.50
C: 5.92 0.09 3.13  0.29
Cl: 7.27 1.25 2.89  -0.23
H: 6.87 -1.18 1.74  0.16
H: 6.95 -1.86 3.32  0.36
H: 5.73 0.23 4.19  0.18
H: 5.11 0.45 2.50  -0.24
Cl: -3.67 1.70 -10.69  -0.19
C: -2.59 0.84 -9.63  -0.46
C: -2.48 1.49 -8.27  -0.71
Cl: -1.59 0.22 -7.30  -0.08
H: -1.62 0.58 -10.06  0.40
H: -3.04 -0.15 -9.52  0.23
H: -3.46 1.79 -7.90  0.36
H: -1.77 2.31 -8.37  0.43
C: 0.57 -8.87 -3.43  -1.40
C: 0.73 -7.38 -3.03  -0.14
C: 0.03 -6.46 -4.03  -0.36
C: 0.51 -5.05 -3.98  -0.18
N: 0.86 -3.94 -3.86  -0.32
H: -0.39 -9.06 -3.91  0.35
H: 0.80 -9.63 -2.68  0.37
H: 1.21 -9.01 -4.31  0.35
H: 1.78 -7.12 -2.94  0.43
H: 0.39 -7.39 -2.00  0.08
H: -1.04 -6.61 -3.83  0.38
H: 0.22 -6.82 -5.04  0.50
C: 8.12 0.89 -3.64  -1.01
C: 8.59 1.01 -2.11  -0.53
C: 7.61 1.86 -1.30  -0.35
C: 6.18 1.76 -1.46  0.39
N: 5.04 1.58 -1.56  -0.47
H: 7.26 0.21 -3.65  0.21
H: 8.84 0.68 -4.42  0.37
H: 7.82 1.87 -4.00  0.31
H: 9.59 1.44 -2.08  0.32
H: 8.55 0.06 -1.57  0.26
H: 7.89 2.91 -1.37  0.35
H: 7.79 1.70 -0.23  0.17
C: 4.00 -2.21 -6.20  -1.49
C: 2.68 -1.67 -5.74  0.41
C: 1.54 -2.14 -6.77  -0.03
C: 1.25 -3.65 -6.89  0.26
N: 0.89 -4.76 -6.86  -0.56
H: 4.16 -3.29 -6.22  0.34
H: 4.77 -1.94 -5.47  0.32
H: 4.22 -1.88 -7.22  0.40
H: 2.64 -0.58 -5.71  0.42
H: 2.61 -2.16 -4.77  -0.30
H: 1.78 -1.74 -7.76  0.56
H: 0.64 -1.59 -6.51  -0.26
C: 1.54 8.69 7.52  -0.66
C: 0.34 7.98 7.40  -0.51
C: 0.10 7.00 6.46  -0.82
C: 1.16 6.58 5.54  0.48
C: 2.37 7.21 5.73  0.50
C: 2.51 8.30 6.66  -0.64
C: 3.58 6.88 4.92  0.70
O: 4.63 7.53 5.06  -0.72
C: 3.50 5.82 3.95  -0.25
C: 4.63 5.50 3.19  -0.66
C: 4.56 4.45 2.28  -0.84
C: 3.37 3.62 2.21  -0.58
C: 2.25 4.02 2.92  -0.19
C: 2.33 5.02 3.85  0.75
C: 1.05 5.39 4.54  0.49
O: -0.01 4.80 4.36  -0.58
H: 1.50 9.44 8.29  0.43
H: -0.44 8.21 8.12  0.39
H: -0.75 6.34 6.62  0.36
H: 3.39 8.92 6.67  0.41
H: 5.52 6.09 3.27  0.53
H: 5.42 4.14 1.70  0.52
H: 3.38 2.76 1.55  0.33
H: 1.27 3.62 2.70  0.53
C: 0.90 -6.65 7.52  -0.35
C: 1.70 -7.79 7.77  -0.60
C: 2.69 -8.14 6.89  -0.71
C: 2.77 -7.56 5.61  0.25
C: 1.89 -6.51 5.30  0.36
C: 0.95 -6.01 6.29  -0.70
C: 1.78 -5.88 3.92  0.44
O: 0.80 -5.21 3.55  -0.46
C: 2.85 -6.18 2.95  0.33
C: 3.06 -5.47 1.71  -0.29
C: 4.01 -6.02 0.77  -0.85
C: 4.83 -7.03 1.10  -0.72
C: 4.58 -7.71 2.27  -0.54
C: 3.73 -7.28 3.28  0.26
C: 3.74 -8.08 4.57  0.31
O: 4.60 -8.91 4.82  -0.60
H: 0.23 -6.25 8.26  0.40
H: 1.66 -8.25 8.75  0.36
H: 3.32 -8.96 7.20  0.44
H: 0.38 -5.09 6.22  0.42
H: 2.52 -4.58 1.43  1.08
H: 4.27 -5.36 -0.04  0.45
H: 5.58 -7.38 0.41  0.45
H: 5.26 -8.54 2.33  0.37
C: 3.70 3.79 8.46  -0.58
C: 4.53 3.02 7.68  -0.74
C: 3.97 2.24 6.70  -0.61
C: 2.55 2.17 6.48  0.38
C: 1.71 2.93 7.29  0.47
C: 2.32 3.74 8.27  -0.74
C: 0.23 3.02 7.15  0.55
O: -0.48 3.76 7.80  -0.66
C: -0.27 2.07 6.04  1.00
C: -1.66 2.04 5.78  -1.23
C: -2.16 1.09 4.88  -0.92
C: -1.36 0.27 4.15  -0.04
C: -0.02 0.24 4.42  -1.44
C: 0.54 1.19 5.34  0.44
C: 2.05 1.27 5.31  0.90
O: 2.75 0.63 4.55  -0.67
H: 4.07 4.53 9.15  0.41
H: 5.59 3.17 7.78  0.41
H: 4.58 1.70 5.98  0.46
H: 1.70 4.38 8.87  0.47
H: -2.22 2.90 6.12  0.48
H: -3.22 0.89 4.79  0.42
H: -1.83 -0.26 3.33  0.54
H: 0.49 -0.47 3.79  0.67
C: -0.92 -4.84 -0.22  -0.55
C: -0.91 -5.21 1.12  -0.45
C: -1.79 -4.54 1.98  -0.97
C: -2.57 -3.45 1.50  0.84
C: -2.61 -3.12 0.15  0.07
C: -1.78 -3.86 -0.72  -0.34
C: -3.46 -2.05 -0.45  0.51
O: -3.38 -1.80 -1.67  -0.41
C: -4.23 -1.20 0.48  0.45
C: -4.90 -0.09 -0.02  -0.15
C: -5.51 0.83 0.78  -1.12
C: -5.61 0.51 2.11  -0.66
C: -4.92 -0.62 2.67  -0.54
C: -4.26 -1.52 1.87  0.14
C: -3.52 -2.77 2.49  -0.05
O: -3.59 -3.14 3.65  -0.62
H: -0.23 -5.49 -0.73  0.14
H: -0.45 -6.08 1.56  0.60
H: -1.94 -4.94 2.98  0.57
H: -1.95 -3.95 -1.78  0.38
H: -4.95 0.03 -1.09  0.45
H: -5.92 1.72 0.32  0.57
H: -6.14 1.16 2.79  0.45
H: -5.02 -0.78 3.74  0.60
C: -10.85 1.72 -3.73  -0.61
C: -10.71 2.21 -5.07  -0.33
C: -9.74 1.72 -5.94  -0.85
C: -8.89 0.63 -5.57  0.50
C: -9.01 0.21 -4.22  0.61
C: -9.99 0.73 -3.33  -0.60
C: -8.12 -0.93 -3.75  0.44
O: -8.37 -1.48 -2.70  -0.64
C: -6.92 -1.11 -4.60  0.05
C: -5.82 -1.76 -4.05  -0.48
C: -4.79 -2.18 -4.85  -0.60
C: -4.66 -1.70 -6.13  -0.17
C: -5.67 -0.96 -6.66  -0.75
C: -6.82 -0.65 -5.94  0.29
C: -8.05 0.05 -6.57  0.27
O: -8.15 0.39 -7.75  -0.61
H: -11.50 2.35 -3.14  0.37
H: -11.33 3.03 -5.40  0.38
H: -9.72 2.30 -6.85  0.39
H: -10.05 0.41 -2.31  0.46
H: -5.80 -2.15 -3.04  0.52
H: -3.95 -2.65 -4.35  0.40
H: -3.77 -1.72 -6.74  0.37
H: -5.49 -0.59 -7.66  0.56
C: -0.45 4.24 -4.30  -0.73
C: -1.65 4.94 -4.65  -0.38
C: -2.47 5.56 -3.80  -0.67
C: -2.13 5.55 -2.46  0.40
C: -1.03 4.78 -1.97  -0.16
C: -0.09 4.23 -2.89  0.03
C: -0.76 4.59 -0.50  -0.05
O: 0.20 3.87 -0.01  -0.44
C: -1.94 4.85 0.41  0.42
C: -2.11 4.28 1.63  0.25
C: -3.24 4.49 2.38  -1.09
C: -4.19 5.44 1.93  -0.67
C: -4.02 6.10 0.73  -0.69
C: -2.94 5.77 -0.10  0.42
C: -2.96 6.28 -1.51  0.26
O: -3.87 7.02 -1.84  -0.65
H: 0.16 3.72 -5.02  0.47
H: -2.09 5.05 -5.63  0.38
H: -3.36 6.01 -4.21  0.49
H: 0.71 3.65 -2.46  0.58
H: -1.33 3.65 2.01  0.45
H: -3.25 4.16 3.41  0.53
H: -5.13 5.47 2.47  0.42
H: -4.72 6.86 0.42  0.50

Summary:
- charge = +1
- HOMO energy (Eh) = -0.397
- orbital gap (eV) = 7.62
- calculated total energy (eV) = -195217.05222

***

(2)
The following is a quantum chemistry calculation of C5H11NO as an isolated structure at a distorted geometry, from OMol25.

Last column: natural (NBO) charge in e.
Cartesian coordinates (Å):
C: 0.69 0.54 -1.76  -0.13
C: 0.01 -0.74 -1.09  -0.27
C: -1.22 0.54 0.55  -0.24
C: -0.83 0.22 2.04  -0.47
C: 0.27 -0.44 1.49  -0.23
H: 2.02 -0.52 -1.40  0.46
H: -0.05 1.21 -1.23  0.19
H: 0.70 0.56 -2.79  0.18
H: -0.87 -0.94 -1.79  0.21
H: 0.59 -1.61 -1.43  0.19
H: -2.38 0.93 -0.24  0.22
H: -0.24 1.36 0.46  0.18
H: -0.80 0.91 2.91  0.24
H: -1.34 -0.78 2.36  0.21
H: 0.73 -1.33 1.88  0.21
H: 1.21 0.25 1.18  0.19
N: -0.54 -0.82 0.16  -0.43
O: 2.05 0.68 -1.29  -0.70

Summary:
- HOMO energy (Eh) = -0.331
- energy above the lowest of the compared OMol25 structures with the same formula, charge and spin (kcal/mol) = 185.4
- orbital gap (eV) = 9.87
- calculated total energy (eV) = -8893.65843

***

- The lowest HOMO energy belongs to which entry?
  C109H97Cl4N4O12

***

- What is the HOMO energy in the first record?
  -0.397 Eh

***

- Which of these has the highest HOMO energy?
  C5H11NO